(1)
The ion C6H12N3S with charge +1 at a distorted geometry, computed with the ωB97M-V functional and the def2-TZVPD basis.

Geometry as XYZ:
```
22
Properties=species:S:1:pos:R:3:forces:R:3
C -0.397 -1.174 -0.305 4.194 -1.728 -0.832
C -2.184 0.444 -0.580 0.771 0.053 -0.266
C 1.798 0.467 -0.108 -0.126 -1.963 0.358
C -3.520 0.741 -0.020 -0.879 0.517 2.251
C 3.109 0.828 -0.558 2.865 1.729 1.932
C 1.325 0.737 1.238 0.214 2.473 -0.821
N 0.637 -3.365 -0.041 0.903 -0.535 0.469
N -0.202 -2.492 0.095 -2.491 1.353 -0.111
N -1.614 -0.671 -0.177 -2.310 2.271 -0.714
S 0.872 -0.309 -1.256 -0.920 -0.451 0.432
H -1.708 1.076 -1.358 -0.054 -0.417 0.944
H -4.095 1.563 -0.517 0.718 -0.826 0.557
H -3.551 0.847 1.179 0.492 0.478 -2.622
H -4.065 -0.183 -0.070 -0.891 -0.442 -0.497
H 3.343 0.699 -1.544 -0.232 -0.414 -2.946
H 4.049 0.376 -0.126 -1.397 -0.297 0.583
H 3.358 1.879 -0.338 -0.467 -0.022 0.070
H 1.922 0.613 2.108 1.103 -0.593 0.357
H 0.341 0.436 1.431 -1.305 -0.573 0.135
H 1.329 1.860 1.129 -0.322 -0.425 0.412
H 1.539 -3.125 -0.481 -0.012 0.631 -0.448
H -2.286 -1.246 0.301 0.145 -0.820 0.758
```
Positions in Å, forces in eV/Å.

Properties
Lowest unoccupied orbital energy ... -5.4 eV
Energy above the lowest of the compared OMol25 structures with the same formula, charge and spin ... 116.36 kcal/mol
Kohn-Sham gap ... 0.22800 Ha
Spin multiplicity ... 1
Net charge ... +1

Atomic charges from the natural (NBO) analysis, expressed in e, are listed below: C -0.12; C 0.07; C 0.11; C -0.69; C -0.75; C -0.70; N -0.31; N -0.14; N -0.40; S 0.54; H 0.22; H 0.27; H 0.25; H 0.24; H 0.26; H 0.31; H 0.28; H 0.29; H 0.25; H 0.29; H 0.28; H 0.45


(2)
An isolated molecule of C6H12N4O2 at a distorted geometry, computed with the ωB97M-V functional and the def2-TZVPD basis.

Geometry as XYZ:
```
24
Properties=species:S:1:pos:R:3:forces:R:3
C -1.841 1.516 -1.476 -6.490 -2.117 2.734
C -0.679 0.598 -1.393 0.581 3.310 5.844
C 0.392 1.457 -0.465 2.212 0.540 -1.900
C 0.995 -0.872 0.787 -3.428 0.667 1.625
C 1.210 -1.226 2.318 -0.639 -2.601 -3.254
C -0.596 -1.009 0.627 3.635 -4.347 -3.120
H -2.414 2.006 -0.536 1.975 -1.733 -0.848
H -2.799 0.861 -1.825 2.240 1.754 -0.086
H -1.745 2.421 -1.937 0.747 1.898 -2.421
H -0.358 0.483 -2.332 1.788 -0.610 -3.484
H 1.255 2.002 -1.132 -3.283 -1.458 0.988
H 0.028 2.334 0.216 -0.083 -2.079 -1.019
H 1.474 -1.719 0.219 -0.220 1.486 -0.149
H 0.854 -2.312 2.534 0.136 2.064 -0.397
H 2.226 -1.281 2.414 2.791 0.062 0.883
H 0.813 -0.490 2.907 -1.176 1.578 1.746
H -0.654 -2.273 0.758 -0.754 3.898 -0.505
H -1.174 -0.475 1.300 -0.958 0.987 1.381
N 1.317 0.577 0.353 -1.707 -4.869 4.427
N 2.571 0.933 0.672 -3.328 2.099 -7.525
N -0.899 -0.659 -0.789 -1.663 -3.873 0.004
N -1.351 -1.730 -1.684 1.450 0.648 2.632
O 2.701 1.674 -0.388 6.622 1.433 3.619
O -1.326 -2.817 -1.147 -0.448 1.262 -1.175
```
Positions in Å, forces in eV/Å.

Properties
Lowest unoccupied orbital energy ... -0.1 eV
Energy above the lowest of the compared OMol25 structures with the same formula, charge and spin ... 217.52 kcal/mol
SMILES string ... C[C@H]1CN(N=O)[C@@H](C)CN1N=O
Kohn-Sham gap ... 0.33519 Ha
Spin multiplicity ... 1
Net charge ... 0

Atomic charges from the natural (NBO) analysis, expressed in e, are listed below: C -0.62; C -0.06; C -0.31; C -0.04; C -0.61; C -0.26; H 0.21; H 0.22; H 0.22; H 0.22; H 0.31; H 0.23; H 0.21; H 0.22; H 0.22; H 0.21; H 0.26; H 0.21; N -0.24; N 0.27; N -0.31; N 0.28; O -0.47; O -0.36


(3)
The ion C6H12N4O2 with charge +2 at a distorted geometry, computed with the ωB97M-V functional and the def2-TZVPD basis.

Geometry as XYZ:
```
24
Properties=species:S:1:pos:R:3:forces:R:3
C -0.093 3.311 0.452 -3.234 -1.468 -2.002
C -0.183 1.193 -1.050 -4.575 -1.533 -3.391
C -0.295 -0.280 -0.577 -0.340 2.198 0.474
C 0.162 2.025 0.022 1.644 2.668 1.313
C -0.615 -2.146 0.360 0.966 0.732 0.575
C 0.788 -2.132 -0.200 0.230 -3.192 0.524
N -1.202 4.072 0.334 4.347 2.605 2.834
N -1.172 -3.189 0.920 -1.527 1.793 0.269
N -1.093 -0.910 0.245 -2.864 0.049 0.730
N 0.755 -0.935 -0.863 1.840 1.389 -1.619
O 0.641 1.136 -2.254 -0.660 1.058 -1.210
O 1.487 1.560 0.671 1.648 2.636 0.844
H 0.656 3.746 1.020 1.167 1.100 1.252
H -1.233 1.592 -1.342 1.402 -0.833 0.472
H 0.796 -2.918 -0.982 1.003 -0.263 0.872
H 1.554 -2.112 0.643 -0.774 -0.714 -1.226
H -1.144 5.052 0.700 0.732 -1.336 0.021
H -0.756 -4.066 0.720 0.026 -1.032 0.378
H -2.120 -3.070 1.356 1.331 -0.555 -0.679
H -2.040 4.128 -0.092 -3.249 -1.782 -2.552
H 1.406 -0.429 -1.416 1.218 -0.495 -0.841
H 2.337 1.967 0.223 -1.815 -1.073 0.651
H 0.190 1.302 -3.193 0.901 -0.393 3.329
H 1.412 2.084 1.543 0.583 -1.560 -1.018
```
Positions in Å, forces in eV/Å.

Properties
Lowest unoccupied orbital energy ... -7.1 eV
Energy above the lowest of the compared OMol25 structures with the same formula, charge and spin ... 55.74 kcal/mol
Kohn-Sham gap ... 0.35594 Ha
Spin multiplicity ... 1
Net charge ... +2

Atomic charges from the natural (NBO) analysis, expressed in e, are listed below: C 0.11; C -0.03; C 0.53; C 0.06; C 0.54; C -0.33; N -0.72; N -0.68; N -0.53; N -0.51; O -0.76; O -0.64; H 0.21; H 0.28; H 0.28; H 0.29; H 0.43; H 0.44; H 0.46; H 0.43; H 0.46; H 0.57; H 0.55; H 0.57


(4)
The ion C6H12N9 with charge +1 at a distorted geometry, computed with the ωB97M-V functional and the def2-TZVPD basis.

Geometry as XYZ:
```
27
Properties=species:S:1:pos:R:3:forces:R:3
C -1.312 -0.581 -0.650 -0.970 -1.269 -0.450
C -0.984 0.123 0.565 1.418 1.026 1.167
C -3.942 -0.787 -0.688 0.233 0.179 3.744
C 1.630 1.092 -0.969 0.610 -0.237 -1.674
C 2.007 -1.024 0.448 -4.121 -0.559 1.188
C 2.709 1.136 1.192 -0.580 1.276 3.033
N -0.452 -1.054 -1.555 0.566 1.255 1.773
N -1.836 0.509 1.497 1.376 -0.589 -1.726
N -1.122 -1.765 -2.414 -1.310 -0.589 -0.348
N -1.107 1.242 2.374 -2.553 0.386 1.097
N -2.371 -1.788 -2.091 -0.162 -0.089 -0.050
N 0.071 1.343 2.061 3.729 0.578 0.666
N -2.561 -1.072 -0.964 3.361 0.544 -1.228
N 0.335 0.628 0.983 -3.032 -1.502 -2.178
N 1.667 0.460 0.363 -0.808 0.286 1.772
H -4.314 -1.716 -1.054 -1.655 -0.119 0.015
H -4.125 -0.548 0.450 0.462 -1.033 -2.176
H -4.221 0.105 -1.175 -0.554 0.710 -1.050
H 2.608 1.334 -1.364 0.276 0.434 0.679
H 1.280 0.430 -1.689 -0.460 -2.215 -0.897
H 0.876 1.820 -1.196 -0.064 1.262 1.322
H 2.973 -1.091 0.181 3.486 -0.247 -0.909
H 1.910 -1.275 1.611 -0.140 0.155 -2.885
H 1.389 -1.556 -0.366 0.569 0.533 1.887
H 2.323 1.456 2.197 -0.338 -0.159 -1.184
H 3.550 0.569 1.554 0.221 -0.969 -0.977
H 3.018 2.012 0.700 0.436 0.953 -0.610
```
Positions in Å, forces in eV/Å.

Properties
Lowest unoccupied orbital energy ... -4.2 eV
SMILES string ... Cn1nnnc1-c1nnnn1[N+](C)(C)C
Kohn-Sham gap ... 0.36546 Ha
Spin multiplicity ... 1
Net charge ... +1

Atomic charges from the natural (NBO) analysis, expressed in e, are listed below: C 0.22; C 0.30; C -0.42; C -0.47; C -0.40; C -0.46; N -0.31; N -0.23; N -0.03; N 0.00; N -0.02; N -0.02; N -0.13; N -0.08; N -0.04; H 0.26; H 0.25; H 0.23; H 0.25; H 0.27; H 0.27; H 0.22; H 0.26; H 0.28; H 0.29; H 0.26; H 0.24


(5)
The ion C6H12NO with charge -1 at a distorted geometry, computed with the ωB97M-V functional and the def2-TZVPD basis.

Geometry as XYZ:
```
20
Properties=species:S:1:pos:R:3:forces:R:3
C 1.058 0.856 2.731 -1.089 0.427 0.217
O -0.095 1.577 2.795 0.236 -0.258 -0.022
C 1.367 0.277 1.303 0.637 0.941 -0.398
C 0.658 1.122 0.225 0.104 -0.179 -0.449
C 0.354 0.382 -1.073 0.726 -0.061 1.364
C -0.473 -0.656 -1.056 -0.766 0.747 -1.239
N -0.745 -1.506 -2.141 0.285 -0.522 0.444
C -2.102 -1.742 -2.545 -0.010 -0.696 0.436
H 1.000 -0.027 3.413 0.420 -0.075 0.045
H 1.936 1.465 3.060 0.235 -0.151 -0.050
H 2.434 0.416 1.065 0.090 -0.616 0.363
H 1.118 -0.783 1.241 -0.170 0.001 -0.140
H 1.312 1.957 -0.045 -0.095 0.130 0.211
H -0.206 1.542 0.756 -0.190 -0.057 -0.225
H 1.018 0.591 -1.911 -0.274 -0.139 -0.190
H -1.142 -0.765 -0.214 0.011 -0.294 0.243
H -0.003 -1.638 -2.807 -0.217 0.231 -0.117
H -2.560 -0.962 -3.166 0.030 -0.002 -0.046
H -2.176 -2.726 -3.022 -0.012 0.247 -0.366
H -2.713 -1.869 -1.641 0.050 0.324 -0.080
```
Positions in Å, forces in eV/Å.

Properties
Lowest unoccupied orbital energy ... 3.4 eV
Energy above the lowest of the compared OMol25 structures with the same formula, charge and spin ... 21.84 kcal/mol
SMILES string ... CN/C=C/CCC[O-]
Kohn-Sham gap ... 0.20482 Ha
Spin multiplicity ... 1
Net charge ... -1

Atomic charges from the natural (NBO) analysis, expressed in e, are listed below: C -0.02; O -0.96; C -0.42; C -0.47; C -0.23; C -0.04; N -0.65; C -0.40; H 0.08; H 0.07; H 0.16; H 0.17; H 0.17; H 0.28; H 0.17; H 0.19; H 0.37; H 0.16; H 0.18; H 0.19


(6)
A cluster of 2 separate species, C6H12NO in total at a distorted geometry, computed with the ωB97M-V functional and the def2-TZVPD basis.

Geometry as XYZ:
```
20
Properties=species:S:1:pos:R:3:forces:R:3
C 2.480 1.397 0.472 0.398 -1.113 -1.621
C 2.359 0.982 -0.831 0.451 1.825 1.570
C 1.390 0.004 -1.294 -0.441 -1.461 -2.090
C 1.307 -0.279 -2.652 -0.260 0.522 1.744
H 1.805 0.999 1.247 0.340 0.176 -0.316
H 3.394 1.970 0.685 -0.650 0.206 0.177
H 3.029 1.512 -1.553 -0.501 -0.850 0.271
H 0.837 -0.528 -0.456 0.618 0.696 -0.932
H 0.715 -1.061 -3.155 0.062 0.336 0.801
H 1.796 0.386 -3.363 0.296 -0.111 0.163
C -0.841 -0.926 1.298 1.113 0.439 -0.890
O 0.281 -0.150 1.371 -0.178 -0.583 0.636
C -2.028 -0.018 1.015 -0.154 0.087 -0.472
N -3.222 -0.809 0.736 -2.040 -0.814 1.227
H -0.781 -1.632 0.396 -0.307 0.113 0.735
H -1.037 -1.571 2.205 -0.092 0.209 -0.332
H -2.096 0.729 1.807 -0.270 -0.047 0.477
H -1.784 0.593 0.131 -0.004 -0.453 0.023
H -3.583 -1.307 1.617 0.747 1.139 -1.778
H -4.021 -0.291 0.324 0.872 -0.316 0.608
```
Positions in Å, forces in eV/Å.

Properties
Lowest unoccupied orbital energy ... 4.1 eV
Energy above the lowest of the compared OMol25 structures with the same formula, charge and spin ... 32.42 kcal/mol
Kohn-Sham gap ... 0.25571 Ha
Spin multiplicity ... 1
Net charge ... -1

Atomic charges from the natural (NBO) analysis, expressed in e, are listed below: C -0.37; C -0.26; C -0.21; C -0.46; H 0.28; H 0.16; H 0.17; H 0.30; H 0.18; H 0.16; C -0.02; O -0.99; C -0.24; N -0.86; H 0.08; H 0.09; H 0.15; H 0.18; H 0.34; H 0.34


(7)
A cluster of 2 separate species, C6H12NO in total at a distorted geometry, computed with the ωB97M-V functional and the def2-TZVPD basis.

Geometry as XYZ:
```
20
Properties=species:S:1:pos:R:3:forces:R:3
C 2.603 -0.748 0.213 -2.058 0.127 0.204
O 1.648 -1.726 -0.222 2.301 0.769 0.614
C 2.074 0.676 0.012 0.345 1.731 1.387
C -2.835 -0.103 1.031 -2.944 -1.090 -0.385
C -2.156 -0.199 -0.175 -1.128 2.338 -2.140
C -2.562 0.404 -1.421 -0.319 -0.402 2.131
C -0.809 -0.721 -0.082 2.996 -1.242 -0.439
N 3.192 1.626 0.094 0.468 -2.766 -2.046
H 3.609 -0.915 -0.182 -0.214 -0.202 -0.433
H 2.716 -0.726 1.311 0.154 -1.086 -0.150
H 1.428 0.881 -0.842 0.536 -0.205 -0.609
H -3.813 0.432 1.018 0.831 -0.269 0.078
H -2.866 -0.979 1.728 0.855 1.183 -0.214
H -3.592 0.804 -1.554 1.017 -0.296 0.093
H -1.825 0.503 -2.219 -0.386 -0.173 0.089
H -0.690 -1.821 -0.412 -0.362 1.407 1.432
H -0.431 -0.355 0.919 -0.065 -1.578 -0.809
H -0.031 -0.298 -0.767 -1.421 0.074 0.135
H 2.952 2.348 0.688 -0.834 2.134 1.511
H 1.388 0.917 0.860 0.227 -0.455 -0.449
```
Positions in Å, forces in eV/Å.

Properties
Lowest unoccupied orbital energy (alpha / beta) ... -0.5 / -1.7 eV
Energy above the lowest of the compared OMol25 structures with the same formula, charge and spin ... 129.57 kcal/mol
Kohn-Sham gap (alpha / beta) ... 0.32932 / 0.23628 Ha
Spin multiplicity ... 2
Net charge ... 0
⟨S²⟩ ... 1.808

Atomic charges from the natural (NBO) analysis, expressed in e, are listed below: C -0.16; O -0.25; C -0.33; C -0.35; C -0.11; C -0.32; C -0.67; N -0.39; H 0.24; H 0.20; H 0.23; H 0.18; H 0.20; H 0.19; H 0.19; H 0.25; H 0.22; H 0.22; H 0.29; H 0.18


(8)
A cluster of 2 separate species, C6H12NO in total at a distorted geometry, computed with the ωB97M-V functional and the def2-TZVPD basis.

Geometry as XYZ:
```
20
Properties=species:S:1:pos:R:3:forces:R:3
C -0.838 -2.025 0.807 0.208 0.575 0.085
C -1.167 -0.756 1.066 0.156 -0.430 0.215
C 0.285 -2.096 -0.182 -0.320 -0.850 0.092
C -0.331 0.144 0.316 -1.732 1.635 -1.663
C 0.999 -0.277 -1.738 0.144 0.322 -0.986
C -0.899 2.341 0.821 -0.915 0.650 -0.246
N 0.721 -0.674 -0.346 0.132 0.329 0.424
O 0.092 1.369 0.620 0.767 -1.348 -0.026
H -1.296 -2.908 1.212 -0.126 -0.135 0.020
H -1.959 -0.413 1.705 -0.131 0.065 0.105
H 1.108 -2.732 0.149 0.033 0.201 -0.111
H -0.079 -2.476 -1.143 0.171 0.183 0.018
H -1.728 0.833 -1.082 1.386 -0.944 1.180
H 0.086 -0.375 -2.322 0.039 -0.033 0.162
H 1.326 0.761 -1.766 -0.053 -0.066 0.148
H 1.779 -0.911 -2.158 -0.004 -0.044 0.172
H -1.559 2.293 -0.079 0.241 0.165 0.336
H -0.403 3.305 0.906 0.002 -0.134 0.024
H -1.514 2.146 1.701 0.122 -0.058 0.023
H 1.583 -0.516 0.191 -0.121 -0.084 0.026
```
Positions in Å, forces in eV/Å.

Properties
Lowest unoccupied orbital energy (alpha / beta) ... -4.4 / -4.5 eV
Energy above the lowest of the compared OMol25 structures with the same formula, charge and spin ... 89.03 kcal/mol
Kohn-Sham gap (alpha / beta) ... 0.29519 / 0.31850 Ha
Spin multiplicity ... 1
Net charge ... +1

Atomic charges from the natural (NBO) analysis, expressed in e, are listed below: C -0.13; C -0.29; C -0.26; C 0.49; C -0.42; C -0.26; N -0.40; O -0.50; H 0.26; H 0.27; H 0.25; H 0.25; H -0.08; H 0.25; H 0.25; H 0.24; H 0.21; H 0.23; H 0.20; H 0.45